{
  "formula": "C4H8O2",
  "method": "ωB97M-V with the def2-TZVPD basis set",
  "smiles": "C=C(O)CCO",
  "energy_ev": -8371.8474,
  "de_lowest_kcal_mol": 33.08,
  "e_lumo_ev": 0.7314,
  "symbols": ["C", "C", "O", "C", "C", "O", "H", "H", "H", "H", "H", "H", "H", "H"],
  "positions_angstrom": [[2.09364, -0.42038, -0.01149], [0.84683, 0.02359, -0.17090], [0.60138, 1.36437, -0.34822], [-0.41971, -0.79385, -0.15665], [-1.60630, -0.06827, 0.49777], [-2.13033, 0.96349, -0.30495], [2.34547, -1.47340, -0.00426], [2.90652, 0.29117, 0.11968], [1.45355, 1.77855, -0.53962], [-0.72010, -1.05961, -1.17784], [-0.21814, -1.72514, 0.38403], [-1.31813, 0.30277, 1.49466], [-2.42017, -0.78646, 0.64030], [-1.41450, 1.60317, -0.42250]],
  "forces_ev_per_angstrom": [[-0.11, 0.02, 0.03], [0.15, -0.28, 0.04], [0.19, 0.07, -0.01], [0.02, -0.04, -0.04], [0.10, -0.34, 0.21], [0.10, 0.24, -0.02], [-0.19, 0.10, 0.25], [-0.02, -0.13, -0.28], [-0.23, 0.14, 0.10], [0.08, 0.09, 0.08], [-0.03, 0.13, -0.11], [-0.03, -0.03, -0.17], [0.14, 0.08, -0.01], [-0.18, -0.06, -0.06]],
  "nbo_charge": [-0.54, 0.34, -0.71, -0.49, -0.06, -0.72, 0.22, 0.19, 0.49, 0.23, 0.22, 0.16, 0.18, 0.48]
}